Record 1
112
Properties=species:S:1:pos:R:3 method="wB97M-V/def2-TZVPD" gap_ev=9.1 e_tot_ev=-109629.023
C 1.592 1.559 -0.350
C 2.099 0.791 -1.622
C 1.142 0.891 -2.856
C -0.100 -0.063 -2.576
O -1.350 0.509 -2.974
C -1.644 1.619 -2.170
O -1.640 2.743 -3.103
S -1.635 4.169 -2.288
O -1.686 5.327 -3.221
O -0.367 4.245 -1.530
C -3.150 4.161 -1.257
I -4.819 4.344 -2.701
C -3.303 5.393 -0.283
N -2.044 5.971 0.188
C -3.356 2.727 -0.527
Cl -5.111 2.705 0.015
C -2.340 2.711 0.674
C -2.954 2.946 2.099
C -3.471 1.631 2.797
I -4.069 2.218 4.817
C -3.060 1.526 -1.519
C -3.326 0.201 -0.717
F -2.213 -0.623 -0.586
C -4.552 -0.562 -1.357
C -5.320 -1.296 -0.179
H 2.411 1.823 0.359
H 1.117 2.526 -0.640
H 0.793 0.962 0.158
H 2.263 -0.271 -1.308
H 3.102 1.193 -1.901
H 1.703 0.465 -3.725
H 0.837 1.926 -3.112
H -0.055 -0.321 -1.495
H 0.040 -1.024 -3.123
H -0.870 1.801 -1.392
H -3.984 5.172 0.571
H -3.826 6.192 -0.860
H -1.961 6.950 -0.048
H -1.896 5.830 1.179
H -1.748 1.761 0.738
H -1.570 3.510 0.530
H -2.115 3.310 2.744
H -3.734 3.732 2.151
H -4.291 1.156 2.229
H -2.581 0.973 2.908
H -3.791 1.537 -2.363
H -3.661 0.433 0.321
H -5.298 0.155 -1.772
H -4.224 -1.309 -2.108
H -5.554 -0.516 0.587
H -6.298 -1.680 -0.548
H -4.728 -2.117 0.271
C 5.830 -4.112 2.642
C 4.404 -4.238 2.147
O 4.190 -3.414 0.995
C 4.602 -3.931 -0.165
O 5.118 -5.005 -0.324
O 4.355 -3.035 -1.124
C 4.799 -3.437 -2.420
H 6.088 -3.065 2.813
H 5.966 -4.665 3.573
H 6.535 -4.499 1.906
H 3.716 -3.883 2.914
H 4.143 -5.276 1.935
H 4.406 -4.418 -2.685
H 5.889 -3.438 -2.458
H 4.425 -2.707 -3.134
C -7.458 1.093 6.336
C -7.807 -0.333 5.965
O -7.264 -1.259 6.914
C -7.974 -1.410 8.033
O -9.007 -0.856 8.298
O -7.329 -2.278 8.816
C -7.958 -2.493 10.079
H -6.380 1.200 6.468
H -7.790 1.786 5.561
H -7.927 1.379 7.278
H -7.361 -0.582 5.001
H -8.886 -0.469 5.866
H -9.004 -2.773 9.956
H -7.872 -1.599 10.698
H -7.434 -3.311 10.570
C 12.138 -2.454 2.826
C 12.680 -3.787 2.351
O 11.652 -4.785 2.344
C 10.849 -4.768 1.278
O 10.921 -4.011 0.348
O 9.939 -5.733 1.432
C 8.976 -5.792 0.380
H 11.643 -2.565 3.792
H 12.942 -1.723 2.921
H 11.396 -2.062 2.128
H 13.447 -4.139 3.041
H 13.144 -3.703 1.367
H 9.459 -5.857 -0.595
H 8.320 -4.922 0.424
H 8.376 -6.687 0.528
C -2.310 1.614 -5.820
C -1.907 0.807 -7.036
O -1.847 1.634 -8.206
C -0.726 2.343 -8.344
O 0.214 2.336 -7.596
O -0.835 3.074 -9.457
C 0.284 3.926 -9.697
H -3.242 2.153 -6.010
H -2.446 0.965 -4.957
H -1.555 2.359 -5.575
H -2.658 0.043 -7.237
H -0.957 0.292 -6.878
H 1.218 3.365 -9.682
H 0.309 4.729 -8.959
H 0.156 4.363 -10.686


Record 2
7
Properties=species:S:1:pos:R:3 method="wB97M-V/def2-TZVPD" gap_ev=8.5 e_tot_ev=-23531.010 de_lowest_kj_mol=231.9
C 0.318 0.836 -0.857
O 0.753 1.993 -0.941
Si -0.281 -0.079 0.835
Cl -0.085 -2.391 -0.649
H 0.240 0.084 -1.722
H 0.616 0.212 2.065
H -1.562 -0.656 1.268


Record 3
22
Properties=species:S:1:pos:R:3 method="wB97M-V/def2-TZVPD" gap_ev="10.4 / 8.1" s_squared=0.755 spin_multiplicity=2 e_tot_ev=-9982.908 de_lowest_kj_mol=170.1
C -2.332 0.875 0.406
N -0.760 0.963 0.540
C -0.086 -0.041 -0.339
C 0.844 -0.973 0.495
C -0.022 -1.901 1.466
C 1.900 -0.247 1.199
C 0.677 0.686 -1.492
O -0.007 0.615 -2.601
H -2.762 1.894 0.187
H -2.725 0.443 1.243
H -2.598 0.160 -0.442
H -0.706 1.911 0.224
H -0.809 -0.675 -0.759
H 1.307 -1.601 -0.313
H -0.805 -2.355 0.891
H -0.545 -1.126 2.045
H 0.486 -2.567 2.116
H 2.284 -0.885 2.011
H 1.411 0.612 1.774
H 2.661 0.229 0.583
H 1.590 0.127 -1.742
H 0.700 1.784 -1.196


Record 4
68
Properties=species:S:1:pos:R:3 method="wB97M-V/def2-TZVPD" gap_ev=5.7 total_charge=+1 e_tot_ev=-50046.179 de_lowest_kj_mol=42.1
Au -0.668 2.112 -1.380
C -3.087 -2.747 -1.806
N -2.649 -1.366 -1.814
C -3.346 -0.527 -2.766
C -1.990 -0.769 -0.787
O -2.193 0.442 -0.533
N -1.129 -1.510 -0.052
C -0.589 -0.941 1.165
C -0.369 -2.626 -0.578
H -4.175 -2.773 -1.920
H -2.827 -3.221 -0.864
H -2.643 -3.308 -2.633
H -3.350 -1.026 -3.733
H -2.833 0.427 -2.852
H -4.381 -0.340 -2.467
H -1.347 -0.310 1.624
H 0.301 -0.340 0.959
H -0.323 -1.756 1.837
H -0.506 -2.717 -1.651
H -0.651 -3.563 -0.092
H 0.689 -2.445 -0.389
C -1.600 1.312 4.343
C -0.844 2.085 3.287
S -1.908 2.324 1.804
O -1.005 3.015 0.830
C -2.930 3.729 2.450
C -2.162 5.033 2.455
H -0.963 1.133 5.203
H -1.923 0.351 3.954
H -2.479 1.856 4.682
H 0.026 1.540 2.926
H -0.532 3.066 3.631
H -3.266 3.438 3.439
H -3.793 3.766 1.786
H -1.622 5.179 3.386
H -2.840 5.872 2.326
H -1.446 5.045 1.632
N -3.571 2.909 -2.047
N -2.353 3.557 -1.666
H -4.378 3.511 -1.889
H -3.671 2.068 -1.486
H -2.409 4.036 -0.760
H -2.135 4.256 -2.377
C 0.845 0.929 -1.288
C 1.739 0.123 -1.127
C 2.734 -0.837 -0.929
C 3.360 -0.796 0.372
C 3.519 0.433 1.034
C 4.120 0.494 2.273
C 4.549 -0.667 2.901
C 4.347 -1.895 2.284
C 3.757 -1.966 1.040
C 3.010 -1.802 -1.947
C 2.092 -2.007 -2.995
C 2.316 -2.967 -3.955
C 3.472 -3.737 -3.924
C 4.418 -3.504 -2.934
C 4.196 -2.557 -1.958
H 3.187 1.336 0.542
H 4.256 1.448 2.760
H 5.015 -0.623 3.874
H 4.639 -2.808 2.784
H 3.570 -2.930 0.588
H 1.203 -1.392 -3.024
H 1.590 -3.126 -4.737
H 3.643 -4.498 -4.671
H 5.340 -4.065 -2.927
H 4.951 -2.360 -1.212


Record 5
29
Properties=species:S:1:pos:R:3 method="wB97M-V/def2-TZVPD" gap_ev="6.6 / 7.9" total_charge=+1 e_tot_ev=-25034.672 de_lowest_kj_mol=374.4
C -0.525 1.765 3.436
C 3.362 -1.817 -1.074
C 0.681 1.169 2.928
C -1.629 1.888 2.660
C 2.208 -2.562 -0.766
C 3.302 -0.554 -1.585
C 0.659 0.692 1.598
C -1.588 1.559 1.302
C 0.944 -1.909 -0.898
C 2.092 0.094 -1.757
C -0.429 0.918 0.792
C 0.918 -0.526 -1.340
C -3.069 -0.772 -2.010
O -0.430 1.903 -1.679
P -0.530 0.443 -0.941
H -0.607 2.140 4.443
H 4.331 -2.286 -0.757
H 1.520 1.000 3.532
H -2.481 2.414 3.020
H 2.247 -3.563 -0.525
H 4.245 0.001 -1.713
H 1.556 0.299 1.166
H -2.431 1.628 0.540
H -0.001 -2.374 -0.451
H 1.952 1.017 -2.334
H -3.370 -1.410 -1.219
H -2.379 -1.044 -2.879
H -3.790 0.022 -2.125
H -1.137 2.279 -2.113


Record 6
116
Properties=species:S:1:pos:R:3 method="wB97M-V/def2-TZVPD" gap_ev="4.8 / 5.7" s_squared=0.893 spin_multiplicity=2 total_charge=+2 e_tot_ev=-171008.313 de_lowest_kj_mol=183.8
Re 0.063 0.288 -0.325
C 0.843 -4.818 1.645
C 0.743 -3.553 2.420
C 0.971 -3.469 3.769
C 0.857 -2.217 4.430
N 0.472 -1.162 3.770
N 0.227 -1.233 2.477
B -0.336 0.078 1.930
N -1.843 0.085 2.294
N -2.138 -0.017 3.581
C -3.381 -0.163 3.970
C -4.428 -0.205 3.020
C -4.144 -0.112 1.685
C -5.182 -0.174 0.629
C -2.776 0.029 1.327
S -2.360 0.059 -0.326
C -3.640 -0.373 5.450
C -2.991 -1.714 5.822
C -5.133 -0.430 5.785
C -2.997 0.754 6.266
N 0.422 1.265 2.433
N -0.333 2.211 2.972
C 0.143 3.373 3.331
C 1.520 3.670 3.203
C 2.342 2.727 2.635
C 3.793 2.997 2.401
C 1.765 1.502 2.241
S 2.892 0.544 1.316
C -0.819 4.378 3.905
C -2.197 3.744 4.091
C -0.915 5.563 2.932
C -0.286 4.850 5.266
C 0.390 -2.347 1.744
S 0.232 -2.238 0.060
C 1.190 -2.014 5.890
C 0.810 -0.594 6.319
C 2.703 -2.207 6.065
C 0.464 -3.054 6.753
H 1.205 -5.631 2.266
H 1.512 -4.697 0.792
H -0.136 -5.087 1.246
H 1.246 -4.351 4.327
H -5.449 -0.326 3.332
H -6.148 -0.423 1.055
H -4.913 -0.910 -0.127
H -5.250 0.790 0.128
H -3.520 -2.542 5.356
H -3.022 -1.852 6.900
H -1.957 -1.727 5.488
H -5.617 -1.284 5.316
H -5.644 0.484 5.492
H -5.250 -0.542 6.860
H -1.951 0.870 5.997
H -3.066 0.524 7.327
H -3.518 1.692 6.092
H 1.910 4.622 3.511
H 4.058 3.974 2.798
H 4.015 2.998 1.333
H 4.424 2.253 2.888
H -2.635 3.490 3.131
H -2.859 4.435 4.605
H -2.108 2.839 4.681
H -1.230 5.230 1.944
H 0.035 6.080 2.829
H -1.648 6.271 3.307
H -0.100 4.001 5.920
H -1.022 5.492 5.739
H 0.635 5.418 5.167
H 1.384 0.140 5.758
H 1.017 -0.454 7.377
H -0.244 -0.406 6.143
H 3.259 -1.500 5.452
H 3.001 -3.218 5.798
H 2.969 -2.038 7.105
H -0.602 -3.074 6.548
H 0.604 -2.817 7.805
H 0.868 -4.050 6.583
O 2.732 -0.914 2.041
N 2.145 0.255 -0.168
C 3.058 0.078 -1.116
C 2.928 -0.082 -2.520
C 4.162 -0.257 -3.197
C 4.239 -0.423 -4.558
C 3.078 -0.400 -5.323
C 1.857 -0.236 -4.693
C 1.751 -0.094 -3.311
P 0.017 -0.008 -2.744
C -0.712 -1.456 -3.565
C -1.696 -1.331 -4.544
C -2.134 -2.454 -5.222
C -1.608 -3.702 -4.930
C -0.642 -3.833 -3.945
C -0.191 -2.716 -3.269
C -0.733 1.430 -3.555
C 0.013 2.364 -4.266
C -0.613 3.477 -4.802
C -1.974 3.666 -4.624
C -2.717 2.745 -3.900
C -2.102 1.632 -3.360
H 3.439 -1.540 1.851
H 4.090 0.067 -0.761
H 5.074 -0.272 -2.619
H 5.197 -0.570 -5.033
H 3.126 -0.528 -6.394
H 0.953 -0.218 -5.287
H -2.110 -0.366 -4.793
H -2.892 -2.354 -5.984
H -1.948 -4.572 -5.469
H -0.240 -4.806 -3.702
H 0.574 -2.820 -2.513
H 1.077 2.229 -4.394
H -0.029 4.202 -5.349
H -2.454 4.539 -5.038
H -3.774 2.904 -3.748
H -2.674 0.926 -2.774
Se -0.010 2.641 -0.450


Record 7
84
Properties=species:S:1:pos:R:3 method="wB97M-V/def2-TZVPD" gap_ev="4.2 / 5.5" s_squared=1.108 spin_multiplicity=2 total_charge=+4 e_tot_ev=-154113.002
C -3.543 2.452 -1.818
C -2.360 1.753 -2.164
C -1.628 2.168 -3.303
C -2.101 3.269 -4.018
N -3.205 3.930 -3.669
C -3.932 3.519 -2.631
C -1.926 0.626 -1.405
C -1.881 -0.627 -1.197
C -2.037 -2.056 -1.315
C -1.286 -2.813 -0.415
C -1.309 -4.204 -0.436
C -2.052 -4.806 -1.444
C -2.864 -4.089 -2.329
C -2.850 -2.697 -2.271
V -0.325 -0.694 0.353
P 0.148 1.746 0.614
H -0.754 1.605 -3.650
H -4.174 2.127 -0.983
H -1.557 3.600 -4.906
H -4.864 4.044 -2.414
H -3.433 -2.076 -2.948
H -0.638 -2.364 0.399
H -3.492 -4.595 -3.053
H -0.756 -4.790 0.284
C 1.388 2.085 1.945
C 2.099 3.439 1.938
H 2.126 1.270 1.876
H 0.869 1.931 2.905
H 2.835 3.452 2.753
H 2.646 3.617 1.004
H 1.413 4.277 2.115
C 0.753 2.675 -0.876
C 0.351 4.140 -1.076
H 0.378 2.088 -1.729
H 1.850 2.589 -0.900
H 0.817 4.502 -2.005
H -0.734 4.261 -1.202
H 0.698 4.802 -0.271
C -1.427 2.581 1.090
C -1.347 3.885 1.880
H -2.011 1.837 1.659
H -1.991 2.735 0.159
H -2.367 4.199 2.142
H -0.787 3.765 2.815
H -0.909 4.703 1.295
Br -1.940 -6.704 -1.579
P 1.987 -1.149 -0.764
C 3.229 0.204 -0.876
C 4.725 -0.111 -0.930
H 3.019 0.854 -0.009
H 2.957 0.781 -1.774
H 5.278 0.838 -0.923
H 5.067 -0.694 -0.064
H 5.007 -0.632 -1.856
C 2.718 -2.557 0.156
C 3.573 -3.555 -0.617
H 1.865 -3.073 0.628
H 3.286 -2.112 0.987
H 3.933 -4.318 0.086
H 3.003 -4.075 -1.397
H 4.456 -3.085 -1.067
C 1.671 -1.633 -2.510
C 2.836 -1.704 -3.501
H 0.933 -0.896 -2.866
H 1.143 -2.597 -2.462
H 2.455 -2.067 -4.464
H 3.287 -0.722 -3.689
H 3.623 -2.401 -3.188
C 0.544 -2.385 5.098
N -0.536 -1.790 4.309
C -1.841 -1.835 4.729
C -2.812 -1.212 4.002
C -2.486 -0.709 2.728
N -1.230 -0.859 2.232
C -0.219 -1.317 3.062
O 0.965 -1.307 2.622
N -3.374 -0.047 1.960
H 0.976 -3.235 4.550
H 0.090 -2.728 6.029
H 1.310 -1.624 5.297
H -1.966 -2.362 5.675
H -3.830 -1.137 4.367
H -4.342 0.015 2.255
H -3.190 0.081 0.961